DFT (ωB97M-V/def2-TZVPD) results for 2 unconnected molecules or ions with the total composition C4H11N3O2 at a distorted geometry.

**Relative energy (zero: lowest compared OMol25 entry of this formula, charge and spin)**: 76.04 kJ/mol
**2S+1**: 2
**HOMO energy (alpha / beta)**: -0.523 / -0.523 hartree
**Kohn-Sham gap (alpha / beta)**: 11.234 / 6.952 eV
**Net charge**: +1
**Lowest unoccupied orbital energy (alpha / beta)**: -3.01 / -7.27 eV
**Strongest force on any atom**: 0.0535 hartree/bohr
**Total energy**: -12884.305 eV

Geometry (Å):
1 O 1.469 0.478 -1.316
2 O -0.532 -0.303 -1.843
3 N 0.142 -0.478 3.155
4 N -0.649 0.177 0.988
5 N 1.535 0.035 1.424
6 C -1.970 -0.299 1.139
7 C 0.677 0.763 -3.585
8 C 0.564 0.430 -2.132
9 C 0.315 -0.089 1.869
10 H -0.329 -0.617 -0.953
11 H -2.489 0.198 1.985
12 H 0.784 -1.116 3.596
13 H -0.325 0.628 -3.999
14 H -0.772 -0.366 3.555
15 H -1.993 -1.369 1.375
16 H 1.600 0.297 0.430
17 H -2.595 -0.004 0.310
18 H 0.962 1.758 -3.899
19 H 2.373 -0.096 1.967
20 H 1.234 -0.028 -4.066

Forces on atoms 1 to 2 (eV/Å):
O -0.179 0.802 -0.046
O 0.274 0.642 -0.313

DFT (ωB97M-V/def2-TZVPD) results for a molecular structure, C2H5N3S at a distorted geometry.

**Relative energy (zero: lowest compared OMol25 entry of this formula, charge and spin)**: 162.75 kJ/mol
**HOMO energy**: -0.713 hartree
**Kohn-Sham gap**: 8.575 eV
**Net charge**: +2
**Lowest unoccupied orbital energy**: -10.84 eV
**Strongest force on any atom**: 0.1124 hartree/bohr
**Total energy**: -17438.292 eV

Geometry (Å):
1 S -0.693 -1.822 0.035
2 N -0.787 -0.671 1.269
3 N 0.301 -0.981 -1.123
4 N 0.321 1.174 -0.294
5 C -0.431 0.544 1.317
6 C 0.598 0.301 -1.194
7 H -1.253 -1.051 2.117
8 H 0.555 2.159 -0.278
9 H 0.664 -1.598 -1.852
10 H 1.125 0.656 -2.092
11 H -0.400 1.290 2.095

Forces on atoms 1 to 2 (eV/Å):
S 0.069 -0.547 -1.202
N 0.134 1.556 1.092

DFT (ωB97M-V/def2-TZVPD) results for a single C17H25F3N4O3 molecule.

**Relative energy (zero: lowest compared OMol25 entry of this formula, charge and spin)**: 9.28 kJ/mol
**SMILES string**: CCCNC(=O)[C@H](c1n[nH]cc1C)N1CC[C@@H](C(F)(F)F)C[C@H]1C(=O)OC
**HOMO energy**: -0.319 hartree
**Kohn-Sham gap**: 9.424 eV
**Net charge**: 0
**Lowest unoccupied orbital energy**: 0.73 eV
**Strongest force on any atom**: 0.0091 hartree/bohr
**Total energy**: -38291.865 eV

Geometry (Å):
1 F -0.251 -1.656 6.135
2 F -1.460 -3.249 5.306
3 F 0.626 -3.600 5.765
4 O 0.061 -4.401 -0.439
5 O 1.382 -5.168 1.185
6 O 2.112 -1.354 -0.388
7 N 1.020 0.525 -1.014
8 N -1.752 0.384 -1.034
9 N -0.375 -1.972 1.043
10 N -3.056 0.506 -1.304
11 C 0.579 -2.985 1.495
12 C 0.155 -2.245 3.880
13 C 1.064 -0.751 -0.595
14 C 0.199 -3.426 2.921
15 C -0.356 -0.814 1.937
16 C 1.557 -6.359 0.409
17 C -2.792 -1.617 -0.830
18 C 2.662 2.264 -0.318
19 C 0.597 -4.235 0.626
20 C -1.571 -0.898 -0.750
21 C -3.017 -3.071 -0.571
22 C 2.215 1.267 -1.383
23 C -0.254 -1.516 -0.358
24 C -0.788 -1.177 3.344
25 C -0.234 -2.689 5.269
26 C 3.141 1.596 0.962
27 C -3.714 -0.669 -1.190
28 H 0.599 -6.850 0.245
29 H -1.025 -0.059 1.523
30 H 3.462 2.876 -0.744
31 H 2.350 0.990 1.405
32 H -1.811 -1.561 3.326
33 H 2.217 -6.993 0.991
34 H -4.044 -3.350 -0.808
35 H -0.789 -3.894 2.884
36 H 1.160 -1.822 3.981
37 H -2.343 -3.688 -1.164
38 H -0.768 -0.289 3.977
39 H 0.107 0.937 -1.156
40 H 1.610 -2.607 1.494
41 H 2.009 1.792 -2.318
42 H 3.982 0.930 0.763
43 H 0.913 -4.169 3.267
44 H -2.822 -3.309 0.475
45 H -4.773 -0.745 -1.373
46 H 3.453 2.337 1.699
47 H -0.140 -2.410 -0.968
48 H 2.004 -6.120 -0.554
49 H 0.652 -0.368 1.978
50 H 1.833 2.945 -0.099
51 H 3.004 0.538 -1.570
52 H -3.425 1.403 -1.560

Forces on atoms 1 to 2 (eV/Å):
F -0.001 -0.011 -0.002
F 0.009 0.004 0.005

DFT (ωB97M-V/def2-TZVPD) results for 14 unconnected molecules or ions with the total composition C40H114N6O14 at a distorted geometry.

**Relative energy (zero: lowest compared OMol25 entry of this formula, charge and spin)**: 0.00 kJ/mol
**2S+1**: 2
**HOMO energy (alpha / beta)**: -0.395 / -0.395 hartree
**Kohn-Sham gap (alpha / beta)**: 8.451 / 2.052 eV
**Net charge**: +1
**Lowest unoccupied orbital energy (alpha / beta)**: -2.31 / -8.71 eV
**Strongest force on any atom**: 0.0731 hartree/bohr
**Total energy**: -80919.622 eV

Geometry (Å):
1 O 1.194 1.742 2.849
2 O 8.178 -2.556 1.915
3 O 5.544 4.572 2.875
4 O 7.264 -4.999 5.319
5 O 4.393 -5.171 0.277
6 O 9.813 -2.210 10.531
7 O 5.429 -2.386 9.535
8 O -0.467 0.090 6.508
9 O 3.904 -1.431 5.313
10 O 9.923 -1.406 5.599
11 O 9.577 3.199 6.838
12 O 2.994 3.110 6.697
13 O -0.441 -2.006 4.435
14 O 2.850 -6.686 1.857
15 N 4.029 2.899 0.863
16 N 7.477 -2.174 4.809
17 N 9.903 0.446 7.876
18 N 5.078 -5.353 9.145
19 N 8.017 -5.586 8.104
20 N 4.028 6.529 5.464
21 C 10.344 -5.096 7.486
22 C 3.092 5.945 7.626
23 C 4.914 -4.326 8.109
24 C 3.871 1.994 6.554
25 C 0.717 2.157 4.178
26 C 1.812 -5.979 3.938
27 C -2.620 -2.325 5.270
28 C 8.225 3.385 6.885
29 C 8.545 -5.453 5.723
30 C 7.543 3.079 2.757
31 C 4.466 -2.906 8.627
32 C 8.880 -4.906 7.119
33 C 6.555 0.018 4.762
34 C 5.010 -2.073 4.689
35 C 8.057 -0.321 1.153
36 C 0.585 0.375 7.381
37 C 1.127 -0.929 8.012
38 C 2.724 -1.588 4.548
39 C 6.313 3.590 3.537
40 C 10.433 -0.776 4.447
41 C 4.174 -2.878 1.200
42 C 3.021 1.924 1.193
43 C 4.850 -1.375 10.389
44 C 3.643 0.563 1.271
45 C 10.267 -1.520 9.397
46 C -1.311 -3.027 4.930
47 C 3.124 4.220 5.781
48 C 6.313 -1.428 5.250
49 C 10.438 0.734 4.629
50 C 9.436 -0.313 9.000
51 C 8.597 -1.690 0.858
52 C 2.380 2.397 2.520
53 C 10.773 -2.980 11.268
54 C 3.979 -4.902 7.086
55 C 6.911 -5.427 4.040
56 C 7.845 3.701 8.343
57 C 7.991 -0.675 8.629
58 C 3.863 5.434 6.384
59 C 3.008 -6.656 3.245
60 C 4.879 -3.863 0.250
61 H 2.260 1.924 0.412
62 H 11.617 -2.383 11.614
63 H 3.749 -5.250 -0.431
64 H 1.652 -4.976 3.542
65 H 10.362 -2.193 8.545
66 H 5.639 -0.807 10.883
67 H 4.570 2.630 0.053
68 H 3.922 0.372 0.235
69 H 8.346 3.043 9.053
70 H 7.383 0.382 5.371
71 H 8.086 2.299 3.291
72 H 8.189 4.724 8.494
73 H 3.000 -5.210 7.455
74 H 2.354 -2.614 4.536
75 H 5.832 -5.354 3.907
76 H 10.378 -3.452 12.167
77 H 1.567 -1.632 7.305
78 H 9.036 -1.706 5.386
79 H -1.518 -3.777 4.167
80 H 2.229 3.474 2.446
81 H 3.174 2.231 3.248
82 H 7.402 -4.861 3.248
83 H 5.815 -4.989 9.731
84 H 7.440 0.132 8.145
85 H 8.190 3.928 2.541
86 H 9.824 -0.198 7.101
87 H 7.931 -1.579 8.023
88 H -0.282 1.768 4.376
89 H 8.023 4.127 6.113
90 H 8.241 -2.152 -0.063
91 H -0.413 -1.212 4.973
92 H 3.537 1.182 7.199
93 H 5.635 2.823 3.911
94 H 10.456 -4.528 8.410
95 H 7.243 -6.458 3.919
96 H 8.536 0.218 1.971
97 H 9.816 -1.066 3.596
98 H 7.050 -5.413 7.868
99 H 4.879 5.160 6.669
100 H 3.698 1.547 5.575
101 H 9.253 -5.071 4.987
102 H 8.053 -5.029 8.946
103 H 1.435 0.877 6.918
104 H 4.630 7.141 5.995
105 H 11.269 1.071 5.248
106 H 10.955 -4.571 6.751
107 H 9.550 1.031 5.188
108 H 3.930 -3.370 2.142
109 H 8.532 -3.418 1.686
110 H 2.094 4.535 5.618
111 H 7.728 2.486 6.519
112 H 5.695 0.685 4.814
113 H 4.441 -0.570 9.778
114 H -3.217 -3.078 5.785
115 H 4.609 6.127 4.742
116 H 6.619 4.094 4.454
117 H 3.233 -7.661 3.600
118 H 11.221 -1.067 9.667
119 H 1.973 -5.771 4.996
120 H 4.983 -3.163 4.716
121 H 6.780 3.681 8.577
122 H 6.870 -0.112 3.727
123 H 3.490 -3.010 9.101
124 H -2.563 -1.516 5.999
125 H -0.823 -3.546 5.755
126 H 4.797 -2.010 1.416
127 H 0.315 -1.431 8.538
128 H -3.192 -1.910 4.441
129 H 3.937 -6.146 3.499
130 H 5.043 -1.821 3.629
131 H 4.529 0.564 1.905
132 H 3.201 -2.578 0.810
133 H 5.939 -3.812 0.499
134 H 4.814 -3.424 -0.745
135 H 7.168 2.695 1.808
136 H 5.867 -4.246 7.585
137 H 11.434 -1.169 4.268
138 H 6.982 -0.246 1.318
139 H 4.348 -5.732 6.484
140 H 3.335 -6.006 1.384
141 H 4.402 -2.237 7.768
142 H 7.445 -0.950 9.532
143 H 0.236 1.040 8.171
144 H 9.708 2.309 7.175
145 H 4.218 -1.816 11.159
146 H 8.146 0.319 0.276
147 H 10.904 0.563 7.948
148 H 10.722 -6.103 7.662
149 H 3.640 6.726 8.153
150 H 1.969 -0.876 4.879
151 H -1.254 0.507 6.866
152 H 2.937 -0.213 1.568
153 H 3.703 3.903 4.913
154 H 0.862 -6.508 3.869
155 H 0.530 3.230 4.207
156 H 4.929 2.247 6.628
157 H 11.043 -3.797 10.599
158 H 5.019 4.139 2.198
159 H 8.601 -6.539 5.789
160 H 6.383 -1.320 6.332
161 H 3.793 -4.110 6.360
162 H 2.911 -1.314 3.510
163 H 9.392 0.309 9.894
164 H 8.690 -3.832 7.123
165 H 9.684 -1.740 0.922
166 H 1.925 -0.587 8.671
167 H 7.652 -2.217 3.815
168 H 7.349 -3.154 5.018
169 H 3.599 3.792 0.667
170 H 1.413 1.881 4.970
171 H 5.491 -6.187 8.752
172 H 10.436 1.261 3.675
173 H 3.013 5.086 8.293
174 H 2.141 6.414 7.372

Forces on atoms 1 to 2 (eV/Å):
O -0.640 0.212 1.577
O -0.430 -0.443 0.256

DFT (ωB97M-V/def2-TZVPD) results for 2 unconnected molecules or ions with the total composition C2H4NO2 at a distorted geometry.

**Relative energy (zero: lowest compared OMol25 entry of this formula, charge and spin)**: 515.50 kJ/mol
**HOMO energy (alpha / beta)**: -0.082 / -0.092 hartree
**Kohn-Sham gap (alpha / beta)**: 6.189 / 6.893 eV
**Net charge**: -1
**Lowest unoccupied orbital energy (alpha / beta)**: 3.96 / 4.40 eV
**Strongest force on any atom**: 0.0873 hartree/bohr
**Total energy**: -7720.269 eV

Geometry (Å):
1 O -2.002 -1.183 -0.256
2 O 2.879 -0.276 -0.274
3 N 1.897 -0.832 0.283
4 C -1.389 -0.263 0.265
5 C -0.288 0.373 -0.462
6 H -1.849 0.306 1.126
7 H 0.324 0.999 0.104
8 H 1.546 -1.652 -0.139
9 H 0.236 -0.013 -1.300

Forces on atoms 1 to 2 (eV/Å):
O -1.426 -1.895 0.390
O -1.914 -1.635 0.162

DFT (ωB97M-V/def2-TZVPD) results for a molecular structure, C2H2Br6 at a distorted geometry.

**Relative energy (zero: lowest compared OMol25 entry of this formula, charge and spin)**: 44.05 kJ/mol
**HOMO energy**: -0.371 hartree
**Kohn-Sham gap**: 10.058 eV
**Net charge**: 0
**Lowest unoccupied orbital energy**: -0.03 eV
**Strongest force on any atom**: 0.0422 hartree/bohr
**Total energy**: -422360.161 eV

Geometry (Å):
1 Br 2.844 2.116 2.927
2 Br 4.326 3.406 8.769
3 Br 1.762 3.750 10.367
4 Br 4.794 2.287 5.442
5 Br 1.788 3.098 5.715
6 Br 3.916 1.966 11.548
7 C 3.297 3.076 4.535
8 C 3.635 3.493 10.503
9 H 3.929 4.306 11.195
10 H 3.477 4.194 4.308

Forces on atoms 1 to 2 (eV/Å):
Br 0.228 0.206 0.001
Br 0.884 0.150 -0.519